<w>
Entry from OMol25: C21H12Cl2N10O6S3Sn as an isolated structure (ωB97M-V/def2-TZVPD).

Geometry as XYZ:
```
55
C21H12Cl2N10O6S3Sn (ωB97M-V/def2-TZVPD)
Sn -0.436 -0.169 0.329
N -2.985 1.903 1.896
C -1.770 1.850 2.511
N -1.425 2.632 3.516
N -0.205 2.193 3.892
N 0.161 1.200 3.173
N -0.817 0.927 2.287
C -3.440 0.994 0.988
N -4.694 0.931 0.574
N -4.718 -0.125 -0.260
N -3.561 -0.669 -0.346
N -2.706 0.011 0.452
H -3.619 2.626 2.185
O 2.965 1.795 0.379
S 2.660 1.159 -0.872
O 3.802 0.506 -1.491
O 1.495 0.224 -0.897
C 2.205 2.436 -2.055
C 3.184 2.823 -2.961
C 2.881 3.717 -3.974
C 1.592 4.221 -4.095
C 0.620 3.854 -3.181
C 0.927 2.971 -2.153
S -0.388 2.568 -1.013
O -1.226 3.744 -0.970
O 0.215 2.227 0.271
O -1.054 1.396 -1.590
H 4.169 2.390 -2.855
H 3.647 4.014 -4.680
H 1.347 4.899 -4.904
H -0.392 4.230 -3.238
Cl 2.440 -0.639 2.098
C 1.838 -1.604 3.385
C 2.562 -1.640 4.565
C 2.131 -2.386 5.644
C 0.963 -3.121 5.540
C 0.243 -3.083 4.360
Cl -1.193 -4.044 4.266
C 0.635 -2.315 3.250
S -0.374 -2.346 1.821
H 3.475 -1.063 4.622
H 2.698 -2.401 6.566
H 0.595 -3.720 6.362
N -1.973 -5.219 -5.173
C -1.726 -4.451 -4.351
C -1.406 -3.490 -3.344
C -0.467 -3.800 -2.360
C -0.162 -2.861 -1.384
C -0.778 -1.624 -1.422
C -1.678 -1.284 -2.415
C -2.006 -2.229 -3.374
H 0.024 -4.765 -2.375
H 0.552 -3.099 -0.607
H -2.100 -0.292 -2.440
H -2.729 -2.003 -4.148
```

Values from the calculation:
total charge = -2
gap between HOMO and LUMO = 0.2665 Ha
E_HOMO = -3.26 eV



<x>
Entry from OMol25: C21H12Cl2N10O6S3Sn as an isolated structure (ωB97M-V/def2-TZVPD).

Geometry as XYZ:
```
55
C21H12Cl2N10O6S3Sn (ωB97M-V/def2-TZVPD)
Sn 0.265 0.404 0.342
N 1.347 0.390 3.731
C 0.110 -0.133 3.462
N -0.618 -0.794 4.334
N -1.754 -1.098 3.658
N -1.717 -0.645 2.467
N -0.536 0.013 2.301
C 1.992 1.278 2.906
N 3.038 1.994 3.265
N 3.311 2.744 2.170
N 2.488 2.496 1.223
N 1.610 1.553 1.656
H 1.739 0.217 4.638
O -1.315 -3.088 -0.462
S -0.483 -2.516 -1.483
O -0.960 -2.628 -2.841
O -0.063 -1.102 -1.218
C 1.081 -3.427 -1.478
C 1.197 -4.383 -2.482
C 2.345 -5.145 -2.619
C 3.408 -4.952 -1.752
C 3.303 -4.008 -0.743
C 2.150 -3.247 -0.595
S 2.185 -2.057 0.745
O 3.105 -2.587 1.717
O 0.797 -1.903 1.194
O 2.588 -0.785 0.128
H 0.369 -4.501 -3.166
H 2.410 -5.883 -3.409
H 4.316 -5.533 -1.855
H 4.110 -3.852 -0.041
Cl -3.224 -0.441 -0.543
C -3.825 0.672 0.626
C -5.057 0.394 1.195
C -5.610 1.268 2.115
C -4.924 2.421 2.453
C -3.688 2.673 1.884
Cl -2.888 4.145 2.370
C -3.077 1.807 0.965
S -1.523 2.224 0.275
H -5.567 -0.515 0.907
H -6.569 1.050 2.567
H -5.327 3.127 3.166
N 3.029 3.725 -5.858
C 2.622 3.207 -4.913
C 2.115 2.562 -3.732
C 0.743 2.394 -3.566
C 0.267 1.777 -2.420
C 1.133 1.319 -1.431
C 2.503 1.476 -1.622
C 2.995 2.095 -2.757
H 0.060 2.740 -4.330
H -0.801 1.645 -2.304
H 3.198 1.113 -0.881
H 4.062 2.228 -2.888
```

Values from the calculation:
total charge = -2
gap between HOMO and LUMO = 0.2816 Ha
E_HOMO = -3.33 eV



Most stable structure: <x>



<w>
Entry from OMol25: a 2-piece molecular cluster, C5H8N2 overall (ωB97M-V/def2-TZVPD).

Geometry as XYZ:
```
15
C5H8N2 (ωB97M-V/def2-TZVPD)
C 0.338 0.987 -0.091
C 1.459 0.598 0.112
C 2.674 0.184 0.511
C -3.379 -0.256 0.006
C 3.535 -0.580 -0.409
N -2.200 -0.380 0.027
N -4.562 0.108 0.110
H -0.582 1.414 -0.369
H 3.088 0.218 1.521
H -1.484 -1.021 0.289
H 4.520 -0.565 0.012
H 3.527 -0.096 -1.432
H 3.049 -1.458 -0.568
H -4.766 0.823 0.901
H -5.217 0.024 -0.621
```

Values from the calculation:
total charge = +2
gap between HOMO and LUMO = 0.3351 Ha
E_HOMO = -19.63 eV



<x>
Entry from OMol25: a 2-piece molecular cluster, C5H8N2 overall (ωB97M-V/def2-TZVPD).

Geometry as XYZ:
```
15
C5H8N2 (ωB97M-V/def2-TZVPD)
C -1.233 -1.858 -0.563
C 1.084 1.948 0.639
C -1.813 -2.559 -1.612
C 1.976 2.945 0.310
C -0.276 -0.157 1.059
N -0.742 -0.979 0.071
N 0.593 0.895 0.887
H -2.705 -2.078 -1.827
H -1.230 -2.471 -2.483
H -1.889 -3.645 -1.334
H 1.635 3.955 0.689
H 3.013 2.773 0.616
H 2.060 3.149 -0.730
H 0.605 -1.820 2.433
H -1.076 -0.099 1.845
```

Values from the calculation:
total charge = +2
gap between HOMO and LUMO (spin up / spin down) = 0.3599 / 0.2849 Ha
E_HOMO (spin up / spin down) = -18.66 / -18.93 eV



Most stable structure: <w>



<w>
Entry from OMol25: an isolated molecule of C2H4N2O2S2 (ωB97M-V/def2-TZVPD).

Geometry as XYZ:
```
12
C2H4N2O2S2 (ωB97M-V/def2-TZVPD)
O -1.840 0.808 -1.862
N -0.486 0.548 -1.673
C -0.182 0.165 -0.330
N -0.746 0.588 0.750
S -1.960 1.802 0.868
O 0.924 -0.588 -0.391
C 1.469 -1.127 0.756
S 2.714 -2.169 0.729
H -1.684 1.441 -2.797
H -0.086 -0.130 -2.369
H -2.930 1.567 -0.153
H 0.860 -0.932 1.690
```

Values from the calculation:
SMILES string = ON/C(=N\S)OC=S
gap between HOMO and LUMO = 0.2991 Ha
E_HOMO = -8.52 eV



<x>
Entry from OMol25: an isolated molecule of C2H4N2O2S2 (ωB97M-V/def2-TZVPD).

Geometry as XYZ:
```
12
C2H4N2O2S2 (ωB97M-V/def2-TZVPD)
O 3.713 -0.636 -0.042
N 2.389 -1.033 0.099
C 1.622 -0.060 -0.078
O 0.276 -0.342 0.014
C -0.630 0.641 0.020
S -0.336 2.266 0.009
N -1.886 0.132 0.053
S -2.331 -1.505 -0.111
H 4.212 -1.449 0.124
H 1.907 0.947 -0.287
H -2.604 0.803 0.097
H -2.231 -1.841 1.205
```

Values from the calculation:
SMILES string = O/N=C/OC(=S)NS
gap between HOMO and LUMO = 0.3539 Ha
E_HOMO = -9.13 eV



Most stable structure: <x>



<w>
Entry from OMol25: C3H6ClN3 as an isolated structure (ωB97M-V/def2-TZVPD).

Geometry as XYZ:
```
13
C3H6ClN3 (ωB97M-V/def2-TZVPD)
C -0.404 0.003 -0.696
C 1.132 0.320 0.545
C -1.637 0.682 -0.304
N -0.353 -1.361 -0.636
N 0.527 -1.854 0.085
N 1.248 -1.019 0.812
Cl 2.457 0.956 -0.390
H -0.138 0.378 -1.640
H 1.055 0.946 1.419
H -1.688 1.646 -0.719
H -1.632 0.741 0.776
H -2.482 0.099 -0.556
H 1.915 -1.537 1.304
```

Values from the calculation:
gap between HOMO and LUMO = 0.3803 Ha
E_HOMO = -9.39 eV



<x>
Entry from OMol25: an isolated molecule of C3H6ClN3 (ωB97M-V/def2-TZVPD).

Geometry as XYZ:
```
13
C3H6ClN3 (ωB97M-V/def2-TZVPD)
N 0.384 1.672 -0.383
C -0.788 1.124 -0.010
C -1.187 -0.153 -0.135
Cl -2.864 -0.541 0.142
C -0.402 -1.262 -0.637
N 0.813 -1.580 -0.382
N 1.532 -0.842 0.566
H 1.198 1.055 -0.443
H 0.611 2.613 -0.036
H -1.548 1.858 0.382
H -0.951 -1.980 -1.289
H 2.242 -1.454 0.924
H 0.959 -0.510 1.302
```

Values from the calculation:
SMILES string = N/C=C(Cl)\C=N/N
gap between HOMO and LUMO = 0.3305 Ha
E_HOMO = -8.16 eV



<y>
Entry from OMol25: an isolated molecule of C3H6ClN3 (ωB97M-V/def2-TZVPD).

Geometry as XYZ:
```
13
C3H6ClN3 (ωB97M-V/def2-TZVPD)
H -0.730 -1.329 -0.942
N 0.221 -1.629 -0.932
C 0.895 -1.175 0.134
N 0.558 -0.185 1.060
N 1.425 -0.091 2.070
C -0.731 0.314 1.023
C -1.344 0.761 -0.084
Cl -0.498 0.894 -1.651
H 1.817 -1.696 0.300
H 1.991 0.828 2.113
H 0.927 -0.092 3.082
H -1.349 0.254 1.939
H -2.529 0.772 -0.236
```

Values from the calculation:
SMILES string = [H]/N=C\N(N)/C=C\Cl
gap between HOMO and LUMO = 0.3485 Ha
E_HOMO = -8.83 eV



Most stable structure: <x>